(1)
Molecular formula: C21H64AgF2N9O15S2
Method: DFT, ωB97M-V with the def2-TZVPD basis set

Last column: Löwdin charge in e.
Element x y z (Å)
Ag  -2.2400  1.5231  -1.5570  1.143
N  -0.2713  0.6981  -1.1018  -0.340
S  0.7271  0.8503  0.0023  0.417
O  2.1450  0.8691  -0.2814  -0.223
O  0.2826  0.3864  1.3283  -0.275
F  0.4006  2.4312  0.1722  -0.211
S  0.1156  -0.9841  -1.1608  0.631
O  -0.4930  -1.8594  -0.1722  -0.278
O  1.4474  -1.2810  -1.6857  -0.221
F  -0.7695  -1.1921  -2.4896  -0.183
C  -1.0830  -3.3374  -4.9465  -0.087
C  -1.2778  -4.7840  -5.3514  -0.350
O  -2.4545  -5.2918  -4.8578  -0.051
H  -0.6417  -3.3470  -3.9498  0.053
H  -1.9627  -2.6969  -4.8835  0.062
H  -0.3890  -2.8936  -5.6603  0.079
H  -0.3975  -5.2831  -4.9463  0.109
H  -1.2874  -4.9231  -6.4324  0.116
H  -3.1110  -4.7889  -5.3453  0.085
C  2.8641  0.4858  -3.7062  -0.076
C  1.5746  0.0565  -4.3495  -0.281
O  0.4702  0.8101  -3.8422  -0.128
H  3.4446  1.3370  -4.0620  0.081
H  3.6078  -0.3108  -3.7281  0.074
H  2.7792  0.7619  -2.6552  0.054
H  1.3602  -1.0008  -4.1938  0.092
H  1.6506  0.2193  -5.4246  0.118
H  0.3998  0.7183  -2.8892  -0.007
C  2.2682  -0.4712  4.3450  -0.076
C  3.6448  -0.9727  4.8082  -0.329
O  4.1647  -1.9275  3.9447  -0.075
H  2.1048  0.4788  4.8540  0.057
H  1.4003  -1.0984  4.5486  0.060
H  2.2148  -0.2971  3.2704  0.056
H  3.6021  -1.3686  5.8228  0.115
H  4.4517  -0.2417  4.8599  0.110
H  4.3589  -1.4112  3.1590  0.082
C  0.5953  6.2409  0.8973  -0.093
C  1.8658  7.0042  0.5838  -0.301
O  2.6328  6.9639  1.7575  -0.073
H  0.7155  5.1622  0.9976  0.066
H  -0.1903  6.5256  0.1974  0.075
H  0.2798  6.5340  1.8986  0.064
H  1.6872  8.0103  0.2046  0.117
H  2.3955  6.4677  -0.2034  0.114
H  3.5040  7.2713  1.4965  0.103
C  -3.5492  -1.2750  -1.0399  -0.746
O  -3.2704  -0.1752  -0.5616  0.014
N  -3.1723  -2.4104  -0.6265  0.257
N  -4.3047  -1.3294  -2.0507  0.228
H  -2.4956  -2.4721  0.1207  0.082
H  -3.4383  -3.1986  -1.1993  0.154
H  -4.7503  -0.4915  -2.3962  0.133
H  -4.4661  -2.2266  -2.4857  0.145
C  -2.2246  3.4389  1.3405  -0.688
O  -2.4247  2.7909  0.3075  -0.057
N  -2.2569  2.8797  2.5134  0.235
N  -2.3671  4.7466  1.3320  0.211
H  -2.4019  3.5000  3.2972  0.137
H  -2.1863  1.8824  2.6563  0.112
H  -2.4124  5.2645  2.1979  0.136
H  -2.5722  5.1491  0.4287  0.132
C  -0.3569  -4.4229  2.5255  -0.808
O  -0.3939  -5.3763  3.2747  0.060
N  -1.1186  -4.1543  1.5054  0.159
N  0.4395  -3.4339  2.6320  0.181
H  -0.8332  -3.3212  1.0109  0.036
H  -1.7924  -4.7863  1.0971  0.123
H  0.5111  -2.6152  2.0450  0.102
H  1.1808  -3.7272  3.2523  0.133
C  -2.7889  0.6983  -4.8010  -0.758
O  -2.5359  0.6251  -3.6432  -0.018
N  -1.8525  0.8764  -5.7010  0.213
N  -3.9682  0.7228  -5.3621  0.193
H  -2.0507  0.9088  -6.6908  0.133
H  -0.9570  0.7793  -5.2442  0.090
H  -4.1298  0.8344  -6.3528  0.129
H  -4.7713  0.6625  -4.7527  0.117
C  2.4957  -4.9210  -1.2302  -0.021
C  2.3817  -4.3407  -2.6445  -0.561
C  3.5975  -3.5844  -3.0739  -0.052
O  2.2657  -5.3853  -3.4995  -0.037
H  3.4096  -5.4980  -1.0889  0.087
H  1.6495  -5.5939  -1.0917  0.082
H  2.5482  -4.0763  -0.5433  0.076
H  1.5099  -3.7086  -2.8136  0.109
H  4.5751  -3.9978  -2.8259  0.094
H  3.5710  -2.5657  -2.6872  0.058
H  3.4997  -3.4181  -4.1466  0.081
H  1.9967  -5.0937  -4.3737  0.086
C  -2.9587  -0.9512  2.5559  -0.063
C  -3.4311  -0.9609  4.0029  -0.461
C  -2.1601  -1.2107  4.9249  -0.026
O  -4.0095  0.2642  4.3297  -0.045
H  -2.0145  -0.4149  2.4618  0.065
H  -3.7052  -0.5202  1.8888  0.068
H  -2.7130  -1.9646  2.2387  0.064
H  -4.2218  -1.6879  4.1886  0.137
H  -1.3418  -0.4913  4.9554  0.074
H  -1.7906  -2.2120  4.7037  0.070
H  -2.5096  -1.3758  5.9441  0.074
H  -4.3954  0.5933  3.5146  0.072
C  1.6367  3.3595  3.3682  -0.060
C  1.8552  4.5771  4.2391  -0.480
C  3.3779  4.9113  4.2853  -0.040
O  1.1322  5.7155  3.8605  -0.066
H  2.1423  3.5298  2.4177  0.079
H  0.6147  3.1063  3.0863  0.057
H  2.0678  2.4839  3.8535  0.061
H  1.4346  4.3246  5.2125  0.137
H  3.4681  5.6348  5.0956  0.084
H  3.9055  5.0520  3.3419  0.075
H  3.8425  3.9958  4.6516  0.068
H  1.3975  6.0370  2.9957  0.009

Cartesian forces, eV/Å:
-1.303 -0.193 0.315
-0.274 -4.879 -2.351
4.619 7.082 9.003
-1.929 -0.583 -0.013
0.766 -0.289 -2.512
0.269 -0.084 -0.226
-0.450 -4.209 -4.431
0.928 1.888 -1.275
-2.618 0.695 1.789
-0.197 -0.255 1.121
0.703 0.228 0.044
1.101 0.860 -0.660
-1.272 -0.674 0.845
0.096 0.299 0.009
-0.329 -0.215 -0.307
0.179 0.317 0.199
-0.337 -0.643 -0.015
0.364 0.158 -0.237
-0.523 -0.301 0.156
1.539 -0.041 0.940
0.200 0.501 0.169
-0.265 0.465 -1.165
-0.681 0.241 -0.931
-0.120 -0.315 -0.002
-0.486 -0.444 0.154
0.252 -0.134 0.081
-0.377 0.118 -0.062
0.378 0.104 -0.236
0.341 0.690 0.343
-0.352 0.287 0.521
0.126 -1.225 -0.800
-0.291 0.137 -0.075
0.341 -0.413 0.377
0.360 0.205 -0.108
-0.203 -0.343 -0.084
-0.603 1.040 0.173
0.208 -0.422 -0.363
-0.402 0.672 0.258
-0.358 -1.188 -0.699
0.586 0.462 0.012
0.194 -0.030 -0.534
-0.059 -0.329 -0.048
-0.498 0.404 -0.268
-0.188 0.206 0.311
0.127 0.010 -0.285
0.297 0.019 0.488
0.136 0.687 -0.228
1.543 3.293 2.019
1.750 -3.284 2.253
-3.578 0.157 -4.676
-0.076 -0.293 -0.158
0.355 -0.294 0.727
0.154 -0.385 -0.053
-0.353 0.498 -0.316
-2.121 -0.329 0.108
0.442 -1.182 -3.055
0.598 -0.817 2.389
0.362 1.658 -0.639
0.315 -0.619 0.244
0.024 0.166 -0.044
0.137 0.232 -0.468
0.097 0.341 0.467
-1.642 -2.710 0.962
-0.082 -0.751 0.141
-3.996 0.088 -4.014
5.319 3.260 2.833
-0.498 -0.786 -0.419
0.302 -0.005 0.317
0.185 -0.377 0.235
0.505 1.121 0.070
0.202 1.454 -4.554
0.173 -0.371 5.966
2.136 -0.186 -0.392
-4.154 -0.441 0.374
0.551 -0.096 0.353
0.954 0.244 -0.663
0.099 -0.068 0.375
-0.033 0.084 -0.428
-0.292 0.616 -0.630
1.022 0.604 1.060
0.273 1.968 -0.072
-0.824 -3.189 -1.675
0.040 0.005 -0.329
-0.051 0.218 0.478
-0.355 -0.204 0.348
-0.257 0.435 0.752
-0.252 -0.390 -0.071
0.136 0.127 0.389
0.353 -0.209 -0.249
0.167 0.053 -0.026
0.141 -0.432 0.131
2.158 -0.293 0.497
-1.899 -1.233 0.234
-0.056 1.499 0.091
-0.017 0.339 -0.022
-0.085 -0.028 -0.149
-0.193 -0.159 -0.035
0.434 -0.680 -0.073
-0.344 0.224 -0.535
0.384 0.063 -0.453
-0.085 0.483 0.200
-0.335 0.250 0.128
0.135 -0.124 -0.775
0.733 0.012 -0.589
-1.011 -1.618 1.486
-1.124 0.275 0.091
0.248 -0.210 -0.173
-0.287 0.250 0.414
0.087 -0.003 -0.137
0.525 0.191 0.375
0.608 0.455 -0.596
-0.581 0.782 -0.039
0.229 -0.124 0.335
0.711 -0.120 0.272

The HOMO-LUMO gap (spin up / spin down) comes out at 7.5 / 3.0 eV. As for the net charge: +1. The HOMO energy (spin up / spin down) is -11.4 / -11.4 eV. As for the spin multiplicity: 2. For the energy, the calculation gives -3602.58126 Ha.


(2)
Molecular formula: C30H66CdN4O6
Method: DFT, ωB97M-V with the def2-TZVPD basis set

Last column: Löwdin charge in e.
Element x y z (Å)
Cd  -0.7074  0.6091  0.1594  1.418
C  2.2748  3.7454  -2.2282  -0.020
C  2.1215  2.3171  -2.8374  -0.496
C  3.3100  2.0231  -3.7773  -0.159
C  4.6113  1.7232  -3.0652  -0.193
C  4.4515  0.7579  -1.8759  -0.146
C  3.2365  1.0246  -0.9675  -0.483
N  2.0964  1.2437  -1.8658  -0.167
O  0.8662  1.0083  -1.2389  -0.359
C  3.6421  2.1890  -0.0070  -0.016
C  3.0711  -0.2676  -0.1768  -0.054
C  0.9140  2.2765  -3.7945  -0.043
H  1.6883  4.4666  -2.8022  0.073
H  3.3403  3.9699  -2.2052  0.070
H  1.9174  3.8262  -1.2039  0.036
H  3.4035  2.9196  -4.4033  0.118
H  3.0692  1.2035  -4.4545  0.113
H  5.1039  2.6503  -2.7414  0.097
H  5.3490  1.3256  -3.7687  0.107
H  5.4178  0.8876  -1.3742  0.115
H  4.4838  -0.2425  -2.3142  0.115
H  3.9555  1.6946  0.9128  0.051
H  2.7703  2.7910  0.2463  0.050
H  4.4109  2.8126  -0.4550  0.076
H  2.2266  -0.1405  0.5071  0.040
H  3.9257  -0.5871  0.4159  0.098
H  2.7666  -1.0438  -0.8765  0.085
H  0.9581  3.1227  -4.4774  0.082
H  0.0003  2.2822  -3.1977  0.035
H  0.8366  1.3409  -4.3502  0.083
C  -3.0483  -2.8861  -0.2744  -0.043
C  -2.1417  -3.4737  0.7919  -0.498
C  -2.1104  -4.9787  0.5059  -0.154
C  -1.0471  -5.7744  1.2477  -0.195
C  0.3212  -5.1007  1.1485  -0.148
C  0.3315  -3.5630  1.3871  -0.511
N  -0.7792  -2.9343  0.6791  -0.174
O  -0.6711  -1.5405  0.7002  -0.351
C  1.6713  -3.0803  0.8563  -0.045
C  0.2703  -3.3948  2.9134  -0.046
C  -2.7864  -3.2069  2.1837  -0.014
H  -2.6982  -3.1148  -1.2792  0.093
H  -3.1371  -1.8011  -0.1767  0.043
H  -4.0883  -3.2077  -0.1657  0.094
H  -1.9834  -5.2358  -0.5498  0.116
H  -3.1280  -5.3293  0.7144  0.114
H  -1.0104  -6.7527  0.7583  0.104
H  -1.3289  -6.0102  2.2806  0.103
H  0.6403  -5.3899  0.1384  0.116
H  1.0221  -5.6786  1.7584  0.116
H  1.8542  -2.1010  1.2977  0.046
H  1.6327  -2.9693  -0.2248  0.088
H  2.4496  -3.7840  1.1501  0.086
H  1.2474  -3.5160  3.4010  0.083
H  -0.4350  -4.0521  3.4151  0.060
H  0.0576  -2.3610  3.2078  0.056
H  -2.2850  -3.5117  3.0940  0.059
H  -3.7702  -3.6799  2.0975  0.078
H  -2.9339  -2.1275  2.2752  0.049
C  -2.9124  0.5508  2.8023  -0.084
O  -2.6385  0.7208  1.4235  -0.284
C  -3.7982  0.8652  0.6437  -0.213
C  -3.4819  0.9326  -0.8563  -0.157
N  -2.2239  0.2195  -1.2328  -0.128
C  -1.9795  0.4113  -2.6827  -0.168
C  -3.1311  -0.0562  -3.5762  -0.218
O  -3.7400  -1.1962  -3.0166  -0.229
C  -4.6867  -1.8721  -3.8509  -0.065
H  -2.5837  1.4298  3.3688  0.081
H  -2.4291  -0.3302  3.2119  0.078
H  -3.9886  0.5795  2.9858  0.094
H  -4.4068  1.7367  0.9158  0.130
H  -4.4670  0.0097  0.8216  0.124
H  -3.2587  1.9916  -1.0245  0.103
H  -4.3143  0.6427  -1.4911  0.117
H  -2.4520  -0.7733  -1.1455  0.058
H  -1.0469  -0.0571  -2.9870  0.121
H  -1.8526  1.4855  -2.8090  0.090
H  -2.7534  -0.2473  -4.5839  0.129
H  -3.8897  0.7345  -3.6182  0.117
H  -5.3555  -2.4395  -3.2144  0.087
H  -4.0621  -2.4861  -4.5023  0.093
H  -5.2518  -1.1596  -4.4569  0.086
C  -1.1532  3.8865  -0.8102  -0.101
O  -0.8884  2.9977  0.2545  -0.273
C  -0.0191  3.6504  1.1874  -0.177
C  0.1380  2.7156  2.3845  -0.167
N  0.2948  1.2984  1.9811  -0.095
C  0.6859  0.4587  3.1409  -0.176
C  1.9510  0.8745  3.9027  -0.184
O  2.8718  1.4724  2.9883  -0.255
C  3.8657  2.2880  3.5889  -0.086
H  -1.8289  4.6758  -0.4499  0.096
H  -1.7062  3.4380  -1.6340  0.072
H  -0.2715  4.3758  -1.2261  0.081
H  -0.4602  4.6268  1.3965  0.128
H  0.9741  3.8187  0.7562  0.103
H  -0.7111  2.8914  3.0574  0.117
H  0.9427  3.0181  3.0603  0.108
H  1.2278  1.3266  1.5399  0.081
H  0.8433  -0.4939  2.6276  0.081
H  -0.0400  0.3001  3.9406  0.120
H  2.4394  0.0174  4.3644  0.133
H  1.6831  1.6844  4.5920  0.116
H  4.1986  1.8970  4.5499  0.091
H  3.4139  3.2799  3.7418  0.089
H  4.6257  2.4352  2.8254  0.082

Cartesian forces, eV/Å:
1.761 -1.204 -0.057
-0.238 -0.324 -0.143
0.293 -0.266 -0.350
0.193 0.605 -0.038
0.192 0.486 0.162
1.075 0.608 -1.224
1.456 0.203 -0.908
-0.127 -1.688 0.178
0.044 1.089 -0.248
-0.783 -0.791 0.067
-1.537 0.294 -0.045
-0.568 -0.396 1.153
0.415 0.194 -0.166
-0.082 0.496 -0.079
-0.127 -0.281 -0.068
0.231 -0.088 -0.120
-0.221 -0.132 0.183
-0.311 0.087 0.204
-0.138 -0.215 -0.023
-0.274 -0.348 0.648
-0.524 -0.181 0.355
0.419 0.408 -0.068
0.070 0.042 0.080
0.052 0.138 0.188
0.103 -0.208 0.027
0.309 0.266 -0.224
0.084 -0.126 0.092
-0.050 -0.001 -0.048
0.003 0.473 -0.055
0.394 -0.024 -0.071
-0.336 0.848 0.069
1.188 -0.076 0.842
-0.271 -0.387 0.174
-0.408 -0.197 0.453
-0.656 -0.882 -1.000
-0.400 -1.720 0.441
0.496 -0.461 -1.717
-0.414 -0.004 0.985
-0.456 0.658 0.330
0.729 0.991 0.824
-0.889 0.421 -0.867
0.074 -0.032 -0.002
0.168 -0.268 0.286
0.119 -0.451 0.008
0.178 0.692 -0.176
0.114 -0.262 0.251
0.203 -0.048 0.118
-0.058 0.371 0.063
0.196 0.797 -0.192
0.091 0.581 0.449
0.331 -0.032 -0.175
0.006 -0.064 -0.029
0.106 0.061 0.010
0.061 -0.541 -0.305
0.031 -0.088 -0.087
-0.536 -0.030 -0.338
0.182 -0.430 -0.267
-0.102 0.112 0.564
-0.058 -0.054 -0.075
-0.271 1.014 0.517
-0.755 0.318 0.304
-1.191 -1.151 -0.489
1.360 1.146 0.430
-2.659 -0.594 -1.818
-0.001 0.233 0.127
-0.422 0.204 0.261
-0.193 -0.195 0.491
1.266 0.711 -0.084
0.428 -0.003 -0.171
-0.052 -0.187 -0.232
-0.048 -0.634 -0.108
0.334 0.210 0.071
0.207 -0.109 0.098
-0.134 -0.036 -0.415
-0.234 -0.132 0.305
0.536 0.108 0.157
0.114 -0.116 0.421
0.086 0.006 -0.311
-0.006 0.008 -0.086
-0.036 0.095 -0.348
0.070 -0.186 -0.007
-0.579 -0.419 -0.240
-0.120 0.011 0.033
-0.814 0.827 -0.226
0.265 0.930 -0.183
0.289 -0.893 -0.158
-0.936 0.760 0.883
1.853 1.633 2.079
0.444 -1.352 -0.268
0.235 1.523 -1.119
0.027 -0.748 -0.124
-1.134 0.553 -0.496
0.148 0.114 0.114
0.275 -0.597 0.155
0.207 -0.292 0.126
0.090 -0.009 0.556
-0.167 -0.023 -0.352
-0.422 -0.719 -0.344
0.449 0.199 -0.602
-0.316 0.041 -0.491
-0.011 -0.217 0.463
-0.635 0.185 -0.518
-0.300 -0.029 0.422
0.047 -0.430 0.602
0.367 -0.126 -0.157
0.157 0.013 0.339
0.381 -0.258 0.354

The HOMO-LUMO gap comes out at 5.8 eV. The HOMO energy is -5.3 eV. For the energy relative to the best compared isomer or geometry (same formula, charge and spin), the calculation gives 0.745 eV. For the energy, the calculation gives -2020.57800 Ha.